Record 1
Computed, not measured: a structure of composition C37H51NO2SeV, with ωB97M-V/def2-TZVPD.

Structure (XYZ):
```
93
Properties=species:S:1:pos:R:3:forces:R:3
V -1.403 -0.502 -0.137 0.94 0.56 0.64
C 4.298 -1.049 4.732 0.02 0.00 0.05
C 4.337 -1.517 3.271 -0.06 0.02 -0.03
C 5.264 -0.585 2.492 0.07 0.05 -0.01
C 4.919 -2.934 3.206 0.05 -0.04 0.00
C 2.916 -1.517 2.707 -0.24 -0.33 0.19
C 2.538 -0.700 1.661 -0.35 0.02 -0.09
C 1.213 -0.747 1.197 0.16 -0.08 0.24
N 0.586 -0.023 0.199 -1.46 -0.65 -0.51
C 1.142 0.812 -0.744 0.15 0.33 -0.23
C 2.480 1.164 -0.966 -0.37 -0.18 0.08
C 2.786 2.053 -1.978 -0.26 0.26 -0.30
C 1.740 2.588 -2.744 0.18 0.07 0.01
C 0.396 2.262 -2.588 0.21 -0.03 0.13
C 0.134 1.341 -1.578 0.13 0.05 -0.05
O -1.087 0.825 -1.323 -0.11 -0.59 0.47
C -0.641 2.924 -3.502 0.08 -0.08 0.04
C -0.597 4.441 -3.265 0.00 0.02 -0.04
C -0.283 2.625 -4.965 -0.04 0.02 -0.04
C -2.080 2.456 -3.272 -0.06 0.03 -0.06
C 4.221 2.493 -2.270 -0.04 -0.04 0.03
C 4.551 2.253 -3.748 0.05 -0.02 -0.06
C 4.357 3.988 -1.955 0.02 0.06 -0.01
C 5.237 1.727 -1.423 0.07 0.00 0.05
C 0.291 -1.599 1.820 0.19 -0.07 0.10
O -0.949 -1.545 1.292 -0.24 0.35 -0.51
C 0.635 -2.447 2.877 0.11 0.20 -0.15
C 1.959 -2.376 3.281 0.28 0.08 0.08
C -0.390 -3.375 3.523 0.04 0.05 -0.06
C -1.542 -2.546 4.110 -0.02 -0.05 0.06
C -0.935 -4.355 2.473 -0.01 -0.05 0.06
C 0.229 -4.189 4.657 0.00 -0.09 0.10
H 5.305 -1.029 5.153 0.01 0.00 -0.01
H 3.876 -0.045 4.806 0.00 0.00 -0.01
H 3.692 -1.714 5.349 -0.01 0.00 -0.01
H 6.273 -0.647 2.904 -0.01 0.00 0.01
H 5.323 -0.856 1.435 -0.01 -0.03 0.01
H 4.947 0.458 2.562 -0.02 -0.01 0.01
H 5.938 -2.935 3.600 0.01 -0.01 0.00
H 4.337 -3.644 3.795 -0.01 0.02 0.00
H 4.950 -3.299 2.178 -0.01 0.02 -0.01
H 3.249 -0.020 1.236 0.01 0.03 -0.02
H 3.265 0.726 -0.382 0.04 -0.02 0.02
H 1.993 3.301 -3.519 0.02 0.00 0.00
H 0.386 4.861 -3.483 0.00 -0.02 0.00
H -1.325 4.935 -3.912 0.00 0.02 0.00
H -0.843 4.679 -2.229 0.00 -0.01 0.00
H 0.700 3.009 -5.242 0.01 0.00 0.04
H -0.290 1.550 -5.155 0.00 -0.01 0.02
H -1.018 3.091 -5.625 -0.01 0.00 -0.01
H -2.431 2.677 -2.265 0.01 0.04 0.02
H -2.722 2.989 -3.978 -0.03 -0.02 0.02
H -2.204 1.387 -3.438 0.03 0.00 -0.04
H 3.913 2.838 -4.412 -0.02 0.00 0.02
H 5.585 2.541 -3.951 0.01 0.00 0.00
H 4.433 1.201 -4.014 0.00 -0.01 0.03
H 3.694 4.590 -2.578 -0.01 -0.02 0.01
H 4.109 4.188 -0.911 0.00 -0.01 0.00
H 5.380 4.323 -2.134 0.02 -0.01 -0.01
H 5.163 0.647 -1.568 -0.01 0.01 -0.04
H 6.247 2.030 -1.703 0.00 0.01 0.00
H 5.119 1.938 -0.357 -0.02 0.00 0.00
H 2.281 -3.009 4.096 -0.01 0.00 -0.01
H -2.057 -1.976 3.342 -0.01 0.02 -0.04
H -2.266 -3.214 4.582 -0.01 0.01 0.00
H -1.174 -1.854 4.871 0.02 -0.01 -0.02
H -1.442 -3.840 1.661 -0.01 0.03 -0.02
H -0.129 -4.961 2.054 0.01 0.03 0.00
H -1.652 -5.032 2.946 -0.01 0.00 -0.01
H 0.619 -3.554 5.456 -0.01 0.02 -0.03
H -0.541 -4.828 5.093 0.00 -0.01 0.00
H 1.035 -4.838 4.308 -0.01 0.02 -0.03
C -8.765 0.737 -0.514 -0.05 0.05 0.02
C -7.390 0.152 -0.682 0.06 0.03 0.07
C -6.316 0.614 0.065 0.02 0.03 -0.08
C -5.039 0.079 -0.072 0.00 -0.03 -0.02
C -3.932 0.669 0.753 0.25 -0.06 -0.19
C -4.825 -0.974 -0.969 -0.03 0.14 0.14
Se -3.156 -1.931 -1.062 0.29 0.08 -0.01
C -5.889 -1.433 -1.758 -0.01 -0.11 -0.02
C -5.737 -2.547 -2.759 -0.01 -0.03 -0.02
C -7.146 -0.864 -1.594 -0.01 0.02 -0.06
H -8.752 1.567 0.192 0.00 -0.01 -0.01
H -9.472 -0.006 -0.140 0.03 -0.02 -0.01
H -9.159 1.110 -1.461 0.03 -0.02 -0.01
H -6.470 1.426 0.769 0.00 -0.01 0.00
H -4.283 1.530 1.322 0.06 -0.06 0.09
H -3.132 1.068 0.106 -0.03 0.07 -0.11
H -3.495 -0.053 1.449 -0.06 -0.11 0.11
H -4.730 -2.596 -3.164 0.00 0.03 -0.04
H -6.440 -2.409 -3.582 0.00 -0.01 0.02
H -5.949 -3.516 -2.302 0.04 0.01 0.03
H -7.961 -1.233 -2.209 0.00 0.01 0.01
```
Forces are in eV/Å.

Properties
Energy relative to the best compared isomer or geometry (same formula, charge and spin)   0.0 kJ/mol
Charge   0
Energy   -4991.2239 Ha
⟨S²⟩   0.8447
2S+1   2
HOMO level (spin up / spin down)   -7.3 / -7.3 eV
Orbital gap (spin up / spin down)   6.555 / 5.861 eV

---

Record 2
Computed, not measured: a structure of composition C37H52AsCsN3PS, with ωB97M-V/def2-TZVPD.

Structure (XYZ):
```
96
Properties=species:S:1:pos:R:3:forces:R:3
Cs 0.543 -0.231 -0.470 -0.53 0.20 0.04
C -2.332 0.353 2.924 -0.02 -0.04 -0.04
C -3.395 0.681 2.092 0.00 -0.05 0.02
C -3.819 -0.214 1.117 0.03 -0.01 0.04
C -3.183 -1.440 0.977 0.00 0.01 0.02
C -2.128 -1.773 1.818 0.03 0.00 0.00
C -1.700 -0.878 2.790 -0.02 0.07 -0.03
H -1.995 1.057 3.674 0.00 0.00 0.00
H -3.886 1.642 2.190 0.01 -0.02 0.00
H -4.640 0.053 0.464 0.00 0.00 0.00
H -3.516 -2.140 0.219 0.00 -0.01 0.01
H -1.637 -2.733 1.719 -0.01 -0.01 0.00
H -0.875 -1.140 3.442 0.00 0.01 0.00
N 2.794 -0.096 1.529 0.17 0.04 0.20
C 4.170 0.110 1.272 0.03 -0.01 0.01
C 5.069 -0.854 1.722 0.00 -0.05 -0.01
C 6.430 -0.731 1.501 -0.04 -0.01 0.01
C 6.910 0.371 0.811 0.00 0.08 -0.04
C 6.016 1.336 0.369 -0.01 -0.07 0.03
C 4.640 1.245 0.588 0.07 0.03 0.00
C 3.750 2.341 0.095 -0.06 0.01 -0.05
C 4.177 3.661 0.285 0.03 0.03 0.02
C 3.452 4.715 -0.250 0.01 0.01 0.00
C 2.296 4.446 -0.972 -0.17 0.04 -0.07
C 1.854 3.131 -1.105 0.30 -0.01 0.07
C 2.554 2.022 -0.586 -0.12 -0.05 0.12
H 2.638 -0.412 2.477 -0.02 0.02 0.00
H 2.271 0.749 1.331 0.16 0.14 0.09
H 4.680 -1.718 2.251 0.01 0.01 0.00
H 7.108 -1.496 1.858 -0.01 0.00 0.00
H 7.969 0.479 0.614 -0.01 0.00 0.00
H 6.386 2.193 -0.181 0.00 0.00 0.00
H 5.077 3.874 0.855 0.01 -0.03 0.00
H 3.788 5.735 -0.110 0.00 0.00 0.00
H 1.735 5.268 -1.409 -0.02 -0.01 0.00
H 0.915 2.962 -1.640 0.06 0.05 0.03
N 0.716 3.096 1.999 -0.02 0.03 0.04
C -0.525 3.234 1.458 -0.27 0.17 -0.03
N -0.978 2.490 0.507 0.19 -0.11 -0.24
C -2.233 2.900 0.102 -0.14 0.09 0.18
C -2.976 2.331 -0.925 -0.01 0.00 -0.05
C -4.243 2.819 -1.198 0.03 -0.05 -0.02
C -4.786 3.867 -0.454 0.05 0.05 0.09
C -4.058 4.450 0.574 -0.06 -0.03 -0.07
C -2.786 3.963 0.833 0.09 0.02 0.04
S -1.639 4.480 2.038 0.10 -0.08 -0.01
H 1.399 2.804 1.299 0.14 -0.05 -0.06
H 1.044 3.874 2.549 0.00 0.00 0.01
H -2.552 1.511 -1.489 -0.02 0.00 -0.01
H -4.826 2.381 -1.999 0.02 -0.01 0.00
H -5.778 4.232 -0.682 0.00 0.00 0.00
H -4.471 5.267 1.151 0.00 0.00 0.00
C 0.630 0.849 -6.711 0.02 0.01 0.02
C 1.156 0.684 -5.287 -0.01 0.01 0.10
C 1.902 1.945 -4.828 -0.01 -0.08 -0.03
P -0.013 0.160 -3.934 -0.06 -0.05 -0.12
C -0.200 -1.686 -4.159 0.02 0.05 0.01
C 0.934 -2.389 -3.401 0.12 -0.11 -0.12
C -0.258 -2.253 -5.578 0.00 0.03 0.04
C -1.713 0.838 -4.284 0.10 0.04 -0.05
C -1.631 2.369 -4.288 -0.04 -0.06 0.01
C -2.532 0.317 -5.463 0.02 0.06 0.02
H 1.466 1.060 -7.384 -0.02 0.01 -0.01
H -0.059 1.693 -6.780 0.01 -0.01 -0.01
H 0.120 -0.039 -7.080 0.00 0.02 -0.01
H 1.883 -0.139 -5.284 0.02 -0.01 -0.01
H 1.233 2.807 -4.795 0.01 0.00 0.01
H 2.711 2.180 -5.524 -0.01 0.00 0.00
H 2.327 1.817 -3.831 0.00 0.03 0.00
H -1.144 -1.910 -3.645 -0.03 -0.02 -0.02
H 1.904 -2.134 -3.837 -0.01 0.00 -0.01
H 0.823 -3.474 -3.481 0.01 0.00 0.01
H 0.994 -2.138 -2.342 -0.11 -0.09 -0.15
H 0.694 -2.097 -6.090 0.00 -0.01 0.00
H -1.042 -1.804 -6.182 0.00 -0.01 -0.01
H -0.434 -3.331 -5.540 0.01 0.00 -0.02
H -2.247 0.547 -3.371 -0.02 -0.02 0.01
H -1.137 2.733 -5.191 -0.01 0.01 0.01
H -1.074 2.742 -3.425 0.00 0.02 -0.01
H -2.631 2.807 -4.259 0.00 -0.01 0.01
H -2.052 0.531 -6.417 -0.02 -0.02 -0.01
H -3.510 0.809 -5.467 0.00 -0.02 -0.02
H -2.705 -0.756 -5.395 -0.01 0.00 0.00
C 2.211 -4.843 -0.520 0.00 -0.01 -0.02
As 0.765 -3.824 0.318 0.01 -0.15 0.00
C -0.735 -4.756 -0.541 0.02 -0.01 0.00
C 0.722 -4.784 2.025 -0.01 -0.01 0.03
H 2.035 -5.916 -0.440 -0.01 0.00 0.01
H 3.158 -4.595 -0.041 -0.01 0.02 0.01
H 2.280 -4.567 -1.572 0.01 -0.01 0.00
H -0.615 -5.838 -0.474 0.02 0.00 0.00
H -0.785 -4.466 -1.591 -0.01 0.00 0.00
H -1.674 -4.475 -0.063 0.01 0.02 0.00
H 0.647 -5.860 1.867 0.01 0.00 -0.02
H -0.131 -4.452 2.617 0.00 0.00 0.00
H 1.632 -4.565 2.583 0.00 0.00 0.00
```
Forces are in eV/Å.

Properties
Energy relative to the best compared isomer or geometry (same formula, charge and spin)   60.2 kJ/mol
Charge   0
Energy   -4600.7813 Ha
HOMO level   -6.2 eV
Orbital gap   6.264 eV

---

Which of these has the highest energy? C37H52AsCsN3PS

---

Which value of energy does entry 1 give? -4991.2239 Ha

---

charge of number 1 (C37H51NO2SeV)? 0